Record 1
A molecular structure, C24H28AgAsN4O3S. Source: the Open Molecules 2025 dataset; level of theory: ωB97M-V with the def2-TZVPD basis set.

E_HOMO   -6.86 eV
Maximum force   0.5 eV Å⁻¹
DFT total energy   -113115.4357 eV
LUMO level   0.42 eV
Molecular weight   635.37 u

```
! wB97M-V def2-TZVPD RIJCOSX def2/J DEFGRID3
* xyz 0 1
Ag -0.9974 0.4901 -1.8625
C 0.3312 -3.8318 -2.9611
C 0.1070 -2.3664 -2.7142
N -0.9446 -1.9325 -2.1314
O -1.8237 -2.9436 -1.7160
C 1.1424 -1.3936 -3.1193
C 2.3565 -1.8138 -3.8900
N 0.9939 -0.1640 -2.7073
O 1.8955 0.7169 -2.9096
H -0.1164 -4.4213 -2.1650
H 1.3926 -4.0591 -3.0399
H -0.1525 -4.1255 -3.8970
H -2.3345 -2.4692 -1.0521
H 2.0942 -2.4617 -4.7302
H 3.0821 -2.3455 -3.2640
H 2.8402 -0.9147 -4.2652
O -1.4977 -0.0720 0.5506
As 0.0141 0.4353 1.0420
C 1.4893 -0.6175 0.4531
C 1.2977 -1.9908 0.3297
C 2.3627 -2.7923 -0.0416
C 3.6086 -2.2210 -0.2858
C 3.7944 -0.8513 -0.1566
C 2.7318 -0.0405 0.2191
C 0.3157 2.2712 0.5669
C 0.7755 2.5996 -0.7101
C 0.8072 3.9355 -1.0891
C 0.3961 4.9261 -0.2082
C -0.0429 4.5943 1.0704
C -0.0847 3.2639 1.4604
C 0.0669 0.2552 2.9600
C -1.1072 0.4639 3.6774
C -1.1146 0.3021 5.0552
C 0.0485 -0.0792 5.7145
C 1.2175 -0.2977 4.9990
C 1.2296 -0.1321 3.6195
H 0.3158 -2.4175 0.4910
H 2.2238 -3.8606 -0.1534
H 4.4378 -2.8489 -0.5904
H 4.7602 -0.4091 -0.3690
H 2.8691 1.0298 0.3008
H 1.1176 1.8400 -1.4177
H 1.1429 4.1937 -2.0861
H 0.4202 5.9650 -0.5164
H -0.3467 5.3715 1.7620
H -0.4233 2.9994 2.4539
H -2.0152 0.7290 3.1518
H -2.0277 0.4643 5.6146
H 0.0405 -0.2122 6.7905
H 2.1206 -0.6025 5.5133
H 2.1390 -0.3062 3.0582
C -4.6702 -0.3488 -0.1491
N -4.0729 0.2653 -1.3207
C -3.4209 1.4326 -1.3078
N -3.3571 2.0639 -0.1155
S -2.7670 2.1232 -2.7233
H -5.1792 -1.2571 -0.4579
H -5.4016 0.3183 0.3109
H -3.9078 -0.6098 0.5891
H -4.1480 -0.1775 -2.2175
H -3.2820 1.4740 0.7011
H -2.7430 2.8633 -0.1139
*
```

=====

Record 2
A molecular structure, C24H28AuF2N5O3S. Source: the Open Molecules 2025 dataset; level of theory: ωB97M-V with the def2-TZVPD basis set.

E_HOMO   -13.13 eV
Maximum force   3.1 eV Å⁻¹
DFT total energy   -58884.3873 eV
LUMO level   -6.15 eV
Molecular weight   701.55 u

```
! wB97M-V def2-TZVPD RIJCOSX def2/J DEFGRID3
* xyz 2 1
Au 3.2540 -0.0483 0.4212
C -3.4216 3.6981 1.9135
C -3.1717 2.3299 2.5369
N -2.0740 1.6182 1.8729
C -0.8250 1.8194 2.3267
C 0.2932 1.2268 1.8180
C 1.6564 1.6300 2.4652
O 1.5740 1.9339 3.6380
O 2.6592 1.6392 1.6736
C 0.1942 0.2884 0.7629
O 1.1231 -0.4186 0.2839
C -1.1583 0.1378 0.2233
C -1.3489 -0.6886 -0.8887
C -2.5921 -0.8586 -1.4266
F -2.7138 -1.6919 -2.4817
C -3.7286 -0.2242 -0.8894
C -3.5276 0.6047 0.2016
C -2.2663 0.8003 0.7800
N -5.0328 -0.3749 -1.4098
C -5.2246 -0.8704 -2.7652
C -6.5968 -0.4459 -3.2714
N -7.6462 -0.9961 -2.3599
C -7.4379 -0.4694 -0.9781
C -6.0524 -0.8825 -0.5032
H -4.2124 4.2117 2.4578
H -3.7192 3.6097 0.8687
H -2.5225 4.3107 1.9646
H -4.0680 1.7138 2.4992
H -2.9048 2.4447 3.5860
H -0.7114 2.4927 3.1667
H -0.5009 -1.2082 -1.3109
H -4.3807 1.1358 0.5973
H -5.1359 -1.9648 -2.8283
H -4.4778 -0.4333 -3.4231
H -6.7592 -0.8173 -4.2819
H -6.6818 0.6396 -3.2685
H -7.5640 -2.0170 -2.3421
H -8.5806 -0.7651 -2.7024
H -8.2051 -0.8644 -0.3142
H -7.5192 0.6157 -1.0180
H -6.0061 -1.9826 -0.4362
H -5.8917 -0.4870 0.4962
C 7.6725 -2.1047 -1.0780
N 6.3061 -1.7726 -1.4512
C 5.2264 -2.2952 -0.9156
N 5.3108 -3.2697 -0.0206
S 3.6691 -1.7003 -1.3972
H 8.3304 -1.3172 -1.4330
H 7.9889 -3.0520 -1.5193
H 7.7582 -2.1586 0.0084
H 6.1632 -1.0711 -2.1610
H 6.1823 -3.7444 0.1611
H 4.4605 -3.6668 0.3428
F 9.2110 0.8104 1.4356
C 7.9004 0.6537 1.2365
C 7.2089 -0.2583 2.0159
C 5.8483 -0.4218 1.8005
C 5.2181 0.2903 0.7940
C 5.9141 1.2302 0.0526
C 7.2743 1.4069 0.2571
H 7.7245 -0.8090 2.7902
H 5.2899 -1.1014 2.4328
H 5.4067 1.8324 -0.6904
H 7.8413 2.1272 -0.3157
*
```

=====

Record 3
A molecular structure, C24H28B2CdN4O16. Source: the Open Molecules 2025 dataset; level of theory: ωB97M-V with the def2-TZVPD basis set.

E_HOMO (spin up / spin down)   -12.80 / -12.25 eV
Maximum force   8.6 eV Å⁻¹
DFT total energy   -69978.4619 eV
LUMO level (spin up / spin down)   -3.32 / -7.66 eV
Molecular weight   762.54 u

```
! wB97M-V def2-TZVPD RIJCOSX def2/J DEFGRID3
* xyz 1 2
Cd 0.6676 -0.3578 0.6995
O -4.0957 -0.1073 -5.4423
C -2.9936 0.2640 -4.9439
O -2.0156 -0.5424 -4.6748
B -0.8728 0.1944 -4.0973
O -1.2704 1.6018 -4.3920
C -2.5799 1.6678 -4.5310
O -3.2900 2.7053 -4.4888
O 0.4185 -0.1458 -4.6965
C 1.2800 -0.5869 -3.7334
O 2.4944 -0.9107 -3.7805
C 0.4143 -0.5591 -2.4378
O -0.7446 -0.1154 -2.6818
O 0.8480 -0.7944 -1.2711
O -2.8739 2.3245 1.5383
C -3.3326 1.3717 0.8365
O -4.4968 1.3439 0.2124
B -4.6733 0.1839 -0.6485
O -3.4111 -0.5871 -0.4256
C -2.6594 0.0810 0.4024
O -1.4598 -0.1206 0.6908
O -5.9436 -0.4927 -0.3631
C -6.6455 -0.7319 -1.4711
O -7.6500 -1.3935 -1.6049
C -5.8822 0.0649 -2.5668
O -4.8588 0.5960 -2.0461
O -6.2139 -0.0030 -3.7526
C 5.8415 2.1515 1.7514
C 6.3059 0.8211 1.3092
C 5.4232 0.2993 0.1665
C 3.9831 0.0490 0.4711
N 2.7912 -0.0672 0.6309
H 4.7579 2.2666 1.7781
H 6.0727 2.9102 1.0037
H 6.2898 2.5779 2.6488
H 6.4129 0.1478 2.1597
H 7.3707 0.7933 1.0780
H 5.7823 -0.6811 -0.1467
H 5.4770 0.8780 -0.7556
C -0.9484 4.1492 -2.0045
C 0.0650 4.9804 -1.1237
C 0.3069 4.4119 0.2846
C 0.3845 2.9986 0.5811
N 0.4706 1.8448 0.7585
H -0.9723 4.4619 -3.0484
H -1.9568 4.3209 -1.6278
H -0.6676 3.0966 -1.9683
H -0.1870 6.0403 -1.1570
H 0.9852 4.7267 -1.6500
H -0.4676 4.7018 0.9948
H 1.2487 4.7291 0.7323
C 3.1885 -2.4687 5.2483
C 1.8704 -2.1425 5.9464
C 1.0897 -0.8143 5.5270
C 0.9610 -0.6182 4.0781
N 0.7838 -0.3994 2.9452
H 3.9548 -1.7385 5.5088
H 3.0649 -2.4157 4.1666
H 3.4769 -3.4813 5.5305
H 2.1994 -2.0832 6.9839
H 1.2249 -3.0107 5.8132
H 1.5363 0.1449 5.7888
H 0.0987 -0.8641 5.9783
C -1.5949 -3.5469 -1.8826
C -1.6929 -4.6359 -0.8777
C -1.3580 -4.3326 0.6104
C -0.3638 -3.2845 0.7654
N 0.3880 -2.3839 0.9296
H -2.1959 -3.6037 -2.7902
H -0.5760 -3.4161 -2.2471
H -1.8550 -2.5962 -1.4171
H -1.0777 -5.4374 -1.2868
H -2.6653 -5.1271 -0.8441
H -1.1125 -5.2261 1.1845
H -2.2735 -4.0768 1.1438
*
```

=====

Record 4
A molecular structure, C24H28CeCl2N11. Source: the Open Molecules 2025 dataset; level of theory: ωB97M-V with the def2-TZVPD basis set.

E_HOMO (spin up / spin down)   -5.10 / -5.13 eV
Maximum force   13.6 eV Å⁻¹
DFT total energy   -79700.2187 eV
LUMO level (spin up / spin down)   -0.82 / -0.82 eV
Molecular weight   681.59 u

```
! wB97M-V def2-TZVPD RIJCOSX def2/J DEFGRID3
* xyz 0 2
Ce 0.2701 0.9764 0.0625
N -1.7284 0.9465 3.2773
C -0.3667 0.8809 3.5007
N 0.0405 0.6982 4.7414
C 1.3494 0.6286 4.8903
N 1.8321 0.4783 6.1758
N 2.2392 0.7341 3.9173
C 1.7590 0.8987 2.6745
N 0.4238 0.9764 2.4492
C 2.8865 1.0271 1.5909
C 4.2110 1.1703 2.0475
C 5.2838 1.2558 1.1548
C 5.0451 1.2023 -0.2075
C 3.7389 1.0652 -0.6256
N 2.6860 0.9764 0.2162
H -2.2250 0.4477 4.0019
H -1.9295 0.6909 2.3197
H 1.1460 0.8093 6.8410
H 2.7643 0.8597 6.2508
H 4.4300 1.2100 3.1116
H 6.2978 1.3591 1.5313
H 5.8554 1.2638 -0.9246
H 3.4894 1.0178 -1.6818
C 1.2841 2.3738 -5.5846
C 0.7204 1.5970 -4.4410
C -0.0615 0.5195 -4.5126
C -0.3309 0.1482 -3.1135
N 0.2701 0.9764 -2.3403
N 0.9409 1.9008 -3.0860
C -1.1645 -1.0006 -2.6448
H 0.9649 1.9339 -6.5526
H 2.3921 2.3594 -5.5248
H 0.9269 3.4226 -5.5248
H -0.4159 0.0310 -5.4105
H 1.5016 2.6735 -2.7002
H -1.5675 -1.5560 -3.5186
H -2.0124 -0.6257 -2.0350
H -0.5452 -1.6904 -2.0350
C -5.3770 2.7026 0.0984
C -4.2334 1.7430 0.0784
C -4.3050 0.4120 0.0508
C -2.9059 -0.0466 0.0412
N -2.1327 0.9764 0.0625
N -2.8784 2.1183 0.0862
C -2.4372 -1.4658 0.0118
H -6.3450 2.1592 0.0871
H -5.3172 3.3603 -0.7933
H -5.3172 3.3227 1.0166
H -5.2029 -0.1914 0.0382
H -2.4926 3.0728 0.1061
H -3.3110 -2.1518 -0.0025
H -1.8274 -1.6791 0.9139
H -1.8274 -1.6414 -0.8985
Cl 2.4767 -2.7788 -1.5642
C 1.2422 -3.5793 -0.6542
C 1.2410 -4.9787 -0.6532
C 0.2701 -5.6781 0.0625
C -0.7007 -4.9787 0.7782
C -0.7020 -3.5793 0.7792
Cl -1.9365 -2.7788 1.6892
C 0.2701 -2.8684 0.0625
N 0.2701 -1.4351 0.0625
H 1.9964 -5.5288 -1.2102
H 0.2701 -6.7659 0.0625
H -1.4562 -5.5288 1.3352
H 0.2701 3.1506 0.0625
*
```

=====

Record 5
A molecular structure, C24H28Cl2IrN6S2. Source: the Open Molecules 2025 dataset; level of theory: ωB97M-V with the def2-TZVPD basis set.

E_HOMO (spin up / spin down)   -9.53 / -9.53 eV
ΔE to the lowest compared entry with this formula, charge and spin   0.000 eV
Maximum force   0.7 eV Å⁻¹
DFT total energy   -83834.5051 eV
LUMO level (spin up / spin down)   -3.49 / -3.49 eV
Molecular weight   727.79 u

```
! wB97M-V def2-TZVPD RIJCOSX def2/J DEFGRID3
* xyz 1 1
Ir 0.7107 -0.1381 0.5457
C -3.4429 0.8716 0.2716
C -2.0533 0.3828 0.0399
N -1.1048 0.5690 0.8933
N -1.3391 1.1977 2.0863
C -0.3351 1.2975 2.9846
N -0.6298 1.8814 4.1482
S 1.2251 0.7258 2.6616
C -1.6180 -0.3847 -1.1340
C -2.4741 -0.7618 -2.1563
C -1.9810 -1.4973 -3.2184
C -0.6410 -1.8436 -3.2255
C 0.1622 -1.4447 -2.1744
N -0.3055 -0.7342 -1.1454
H -3.8950 0.3420 1.1169
H -4.0783 0.7078 -0.5916
H -3.4441 1.9452 0.4767
H -2.2976 1.3845 2.3443
H -1.5652 2.1572 4.3956
H 0.0733 1.9043 4.8672
H -3.5151 -0.4782 -2.1284
H -2.6325 -1.7911 -4.0297
H -0.2094 -2.4090 -4.0387
H 1.2164 -1.6815 -2.1448
Cl -0.5581 1.4832 -5.9796
C -0.0837 1.7498 -4.3295
C 1.2220 1.4752 -3.9366
C 1.5757 1.6258 -2.6114
C 0.6499 2.0314 -1.6348
C 1.0334 1.9421 -0.2120
C -0.6230 2.3768 -2.0835
C -0.9977 2.2315 -3.4159
H 1.9433 1.1403 -4.6703
H 2.5900 1.3914 -2.3046
H 0.4057 2.5803 0.4138
H 2.0722 2.2501 -0.1190
H -1.3389 2.7999 -1.3850
H -1.9970 2.4945 -3.7376
C 6.5775 -0.1101 -0.0444
N 5.3000 -0.7796 -0.2096
C 4.1288 -0.2751 0.1749
N 4.1018 0.9335 0.7281
S 2.7266 -1.2283 -0.0344
H 7.3554 -0.7460 -0.4551
H 6.8017 0.0618 1.0105
H 6.5970 0.8387 -0.5838
H 5.2759 -1.7016 -0.6117
H 4.9366 1.4648 0.9053
H 3.2114 1.2952 1.0307
Cl -5.4191 -1.7977 3.5581
C -3.7853 -1.9396 2.9812
C -3.5456 -2.3946 1.6940
C -2.2404 -2.4727 1.2319
C -1.1499 -2.0996 2.0271
C 0.2246 -2.0663 1.4778
C -1.4280 -1.7058 3.3417
C -2.7271 -1.6196 3.8191
H -4.3756 -2.6919 1.0660
H -2.0582 -2.8440 0.2291
H 0.3368 -2.8466 0.7194
H 0.9628 -2.2525 2.2580
H -0.6030 -1.4715 4.0053
H -2.9245 -1.3259 4.8422
*
```

=====

Record 6
2 unconnected molecules or ions with the total composition C24H28ClNO3P. Source: the Open Molecules 2025 dataset; level of theory: ωB97M-V with the def2-TZVPD basis set.

E_HOMO   -10.26 eV
ΔE to the lowest compared entry with this formula, charge and spin   1.004 eV
Maximum force   3.0 eV Å⁻¹
DFT total energy   -54777.3641 eV
LUMO level   -4.11 eV
Molecular weight   444.92 u

```
! wB97M-V def2-TZVPD RIJCOSX def2/J DEFGRID3
* xyz 1 1
C -2.7784 -2.5556 3.2497
N -1.4333 -3.0347 2.9162
C -1.1512 -4.4519 3.2158
C -0.5260 -2.1736 2.5122
Cl 1.0985 -2.6960 2.2989
H -3.4393 -3.4250 3.2799
H -2.7931 -2.0592 4.2305
H -3.1132 -1.8478 2.4834
H -2.1252 -4.9258 3.3475
H -0.6147 -4.9218 2.3883
H -0.5811 -4.5707 4.1451
H -0.7061 -1.0965 2.7226
C 0.3072 -3.7826 -5.0977
O 1.2329 -2.8329 -4.5284
C 0.9720 -2.3631 -3.2777
C 1.8293 -1.3554 -2.7929
C 1.5560 -0.7402 -1.5880
C 0.4403 -1.1250 -0.8218
P -0.0715 -0.2594 0.7061
C 1.3253 0.9284 0.8717
C 1.2924 2.2322 0.3373
C 2.4028 3.0517 0.3946
C 3.5969 2.5785 0.9756
O 4.6848 3.3914 0.8827
C 5.9489 2.8829 1.3573
C 3.6302 1.2934 1.5635
C 2.5088 0.4805 1.4910
C -1.3395 0.8739 0.0240
C -2.0031 1.7321 0.9274
C -2.9080 2.6776 0.4695
C -3.1409 2.8046 -0.9205
O -3.9118 3.7858 -1.4653
C -4.4770 4.7691 -0.5744
C -2.5083 1.9250 -1.8227
C -1.6156 0.9810 -1.3526
C -0.3856 -2.1695 -1.2834
C -0.1274 -2.7901 -2.4966
H 0.7392 -3.9988 -6.0743
H 0.2536 -4.6980 -4.4885
H -0.6976 -3.3452 -5.2085
H 2.6766 -1.0573 -3.4046
H 2.2073 0.0663 -1.2556
H 0.3977 2.6117 -0.1525
H 2.3967 4.0528 -0.0279
H 6.6337 3.7104 1.1747
H 5.9042 2.6490 2.4318
H 6.2598 1.9916 0.7904
H 4.5440 0.9341 2.0371
H 2.5622 -0.5240 1.9107
H -1.7932 1.6769 1.9988
H -3.4099 3.3490 1.1675
H -5.0365 5.4192 -1.2454
H -5.1504 4.2995 0.1581
H -3.6906 5.3365 -0.0533
H -2.7184 2.0357 -2.8836
H -1.1117 0.3396 -2.0740
H -1.2575 -2.4832 -0.7044
H -0.7855 -3.5770 -2.8656
*
```

=====

Record 7
C24H28F3N3O2 in the gas phase. Source: the Open Molecules 2025 dataset; level of theory: ωB97M-V with the def2-TZVPD basis set.

Structure (SMILES)   CC(C)c1ccc(N(C(=O)C(F)(F)F)[C@H](C(=O)NC2CCCCC2)c2ccncc2)cc1
E_HOMO   -9.44 eV
Maximum force   0.8 eV Å⁻¹
DFT total energy   -42062.2760 eV
LUMO level   0.65 eV
Molecular weight   447.50 u

```
! wB97M-V def2-TZVPD RIJCOSX def2/J DEFGRID3
* xyz 0 1
C -6.2747 -0.4033 0.5116
C -5.6106 0.4211 -0.5934
C -5.8603 -0.2059 -1.9668
C -4.1329 0.5654 -0.3323
C -3.3003 -0.5470 -0.2844
C -1.9471 -0.4147 -0.0403
C -1.4103 0.8466 0.1696
N -0.0043 0.9932 0.3847
C 0.6068 0.6716 1.5254
O 1.8091 0.6180 1.7060
C -0.3347 0.3831 2.7242
F 0.3661 0.3275 3.8540
F -0.9807 -0.7884 2.6092
F -1.2700 1.3321 2.8906
C 0.7775 1.3791 -0.7942
C 1.3113 0.1002 -1.4927
O 0.8546 -0.2654 -2.5554
N 2.2708 -0.5258 -0.8076
C 2.8229 -1.8027 -1.2208
C 4.2131 -1.9775 -0.6122
C 4.1503 -2.1611 0.9039
C 3.2409 -3.3307 1.2683
C 1.8400 -3.1056 0.7080
C 1.8968 -2.9541 -0.8090
C 1.8466 2.3954 -0.4743
C 1.6471 3.3700 0.4973
C 2.6504 4.2984 0.7244
N 3.7884 4.3208 0.0548
C 3.9702 3.4080 -0.8817
C 3.0390 2.4276 -1.1881
C -2.2199 1.9704 0.1080
C -3.5720 1.8216 -0.1358
H -6.0858 0.0449 1.4845
H -5.8900 -1.4197 0.5218
H -7.3496 -0.4448 0.3520
H -6.0572 1.4213 -0.5883
H -5.4704 -1.2195 -2.0078
H -6.9275 -0.2407 -2.1727
H -5.3763 0.3796 -2.7452
H -3.7057 -1.5340 -0.4418
H -1.3076 -1.2840 -0.0116
H 0.0643 1.8309 -1.4953
H 2.5514 -0.1659 0.0964
H 2.8851 -1.7787 -2.3158
H 4.6746 -2.8586 -1.0623
H 4.8307 -1.1114 -0.8590
H 5.1573 -2.3395 1.2854
H 3.7770 -1.2536 1.3836
H 3.1939 -3.4375 2.3532
H 3.6508 -4.2558 0.8556
H 1.1925 -3.9452 0.9687
H 1.4122 -2.2067 1.1580
H 2.2735 -3.8773 -1.2533
H 0.9015 -2.7679 -1.2174
H 0.7355 3.4072 1.0749
H 2.5346 5.0647 1.4791
H 4.9108 3.4632 -1.4134
H 3.2358 1.7105 -1.9694
H -1.7951 2.9510 0.2617
H -4.2002 2.6994 -0.1727
*
```